(1)
Molecular formula: C13H33BN2O4P
Method: DFT, the ωB97M-V functional and the def2-TZVPD basis

## Properties
- HOMO (eV) = -2.7858
- LUMO energy (eV) = 1.852
- frontier orbital gap (eV) = 4.638

ORCA input file:
```
! wB97M-V def2-TZVPD RIJCOSX def2/J DEFGRID3
* xyz -1 1
C -4.318 6.635 3.458
C -4.153 5.686 2.239
C -4.718 4.242 2.500
N -3.604 3.302 2.501
B -4.042 1.826 2.402
C -4.871 1.278 3.716
P -2.391 0.767 2.340
N -1.381 1.450 1.063
O -1.630 1.197 3.826
H -3.631 7.486 3.325
H -4.030 6.168 4.405
H -5.346 7.011 3.497
H -4.697 6.144 1.402
H -3.083 5.614 2.024
H -5.448 4.060 1.680
H -5.297 4.216 3.431
H -3.097 3.490 1.642
H -4.663 1.543 1.401
H -4.485 0.274 3.967
H -5.950 1.148 3.520
H -4.784 1.936 4.597
H -0.867 2.253 1.412
H -0.717 0.755 0.752
H -1.715 2.149 3.899
C 1.497 0.929 -2.436
C 1.484 -0.060 -1.299
O 0.475 -0.271 -0.666
C 2.770 -0.775 -0.990
H 0.506 1.366 -2.546
H 2.213 1.726 -2.227
H 1.769 0.424 -3.365
H 3.545 -0.054 -0.720
H 3.087 -1.355 -1.856
H 2.613 -1.452 -0.152
C 6.506 -2.868 -3.415
C 5.078 -2.756 -3.877
O 4.302 -2.001 -3.341
C 4.654 -3.624 -5.033
H 6.669 -2.190 -2.579
H 6.712 -3.888 -3.087
H 7.183 -2.598 -4.227
H 4.782 -4.677 -4.775
H 5.251 -3.387 -5.915
H 3.605 -3.441 -5.257
C 1.933 -5.486 -1.798
C 1.945 -4.738 -0.489
O 2.969 -4.285 -0.035
C 0.631 -4.574 0.225
H 2.944 -5.526 -2.201
H 1.574 -6.505 -1.642
H 1.288 -4.974 -2.513
H 0.215 -5.553 0.470
H -0.070 -4.022 -0.403
H 0.786 -4.017 1.147
*
```

(2)
Molecular formula: C13H33BNO13S3
Method: DFT, the ωB97M-V functional and the def2-TZVPD basis

## Properties
- HOMO (eV) = -3.3315
- LUMO energy (eV) = 1.619
- frontier orbital gap (eV) = 4.950

ORCA input file:
```
! wB97M-V def2-TZVPD RIJCOSX def2/J DEFGRID3
* xyz -1 1
C -1.475 -0.181 -7.861
O -1.178 -1.559 -7.801
B -1.702 -2.289 -6.699
O -3.107 -2.068 -6.547
N -0.906 -3.022 -5.833
C -1.343 -4.257 -5.382
O -0.420 -4.771 -4.316
C -0.998 -5.670 -3.502
C -1.200 -5.143 -2.099
O -1.319 -6.796 -3.852
H -2.044 0.050 -8.772
H -2.065 0.155 -7.002
H -0.539 0.391 -7.876
H -3.434 -2.668 -5.876
H -2.353 -4.279 -4.889
H -1.359 -5.051 -6.145
H -1.975 -4.373 -2.124
H -1.505 -5.943 -1.420
H -0.286 -4.655 -1.754
O -1.683 -2.031 -1.923
S -1.175 -0.695 -2.000
O -0.047 -0.332 -1.191
O -2.375 0.317 -1.694
C -3.130 0.102 -0.486
C -2.379 0.505 0.766
C -0.896 -0.248 -3.666
H -3.448 -0.942 -0.447
H -4.022 0.714 -0.613
H -1.511 -0.130 0.929
H -3.032 0.424 1.636
H -2.021 1.530 0.692
H -1.771 -0.516 -4.249
H -0.044 -0.832 -4.009
H -0.688 0.819 -3.706
O -0.636 1.395 3.077
S -1.155 1.102 4.377
O -2.464 1.549 4.744
O -0.095 1.588 5.455
C 0.342 2.963 5.349
C -0.687 3.964 5.831
C -1.024 -0.622 4.690
H 0.635 3.152 4.315
H 1.243 3.017 5.955
H -1.576 3.963 5.202
H -0.254 4.965 5.813
H -1.001 3.731 6.849
H -0.023 -0.952 4.429
H -1.765 -1.108 4.059
H -1.242 -0.804 5.739
O 5.261 0.647 3.691
S 5.040 2.050 3.862
O 3.985 2.499 4.718
O 4.889 2.723 2.438
C 3.907 2.144 1.528
C 2.475 2.450 1.909
C 6.539 2.840 4.336
H 4.082 1.070 1.462
H 4.154 2.580 0.564
H 2.198 1.974 2.848
H 1.805 2.078 1.134
H 2.329 3.526 2.020
H 7.334 2.514 3.673
H 6.741 2.531 5.359
H 6.397 3.915 4.287
*
```

(3)
Molecular formula: C13H33ClErIN2OP2S
Method: DFT, the ωB97M-V functional and the def2-TZVPD basis

## Properties
- HOMO (spin up / spin down) (eV) = -13.5715 / -13.5739
- LUMO energy (spin up / spin down) (eV) = -8.057 / -8.057
- expectation value of S² = 3.7528
- frontier orbital gap (spin up / spin down) (eV) = 5.514 / 5.516

ORCA input file:
```
! wB97M-V def2-TZVPD RIJCOSX def2/J DEFGRID3
* xyz 2 4
C 3.082 -1.485 -5.506
C 3.538 -2.056 -4.227
H 3.653 -1.864 -6.381
H 3.221 -0.401 -5.398
H 2.008 -1.705 -5.613
O 3.772 -2.676 -3.270
I -0.168 0.220 -4.160
Er 0.147 0.301 -1.593
P -1.955 -1.844 -1.004
C -2.058 -3.115 0.315
C -3.632 -1.119 -0.780
H -4.413 -1.787 -1.196
H -3.086 -3.379 -2.607
H -3.682 -0.128 -1.266
H -1.795 -2.393 -3.349
H -2.007 -2.628 1.303
H -3.819 -0.984 0.304
C -2.085 -2.958 -2.458
H -3.004 -3.684 0.231
H -1.382 -3.795 -2.352
H -1.214 -3.818 0.225
P 1.955 2.073 0.074
C 2.787 1.737 1.677
C 3.443 2.519 -0.918
H 0.321 3.885 -0.141
H 1.858 4.515 0.564
H 0.718 3.555 1.566
C 1.151 3.662 0.551
H 3.159 2.492 -1.976
H 3.881 3.502 -0.719
H 3.355 2.614 2.044
H 3.492 0.896 1.582
H 4.242 1.777 -0.783
H 2.038 1.467 2.436
Cl -1.596 2.079 -1.611
C 0.194 -1.404 4.229
N -0.740 -0.294 4.242
C -0.773 0.394 5.568
C -1.029 0.319 3.043
S -0.414 -0.246 1.454
N -1.961 1.340 3.096
C -3.178 1.198 3.929
C -2.292 1.980 1.842
H 0.328 -1.927 5.196
H 1.171 -1.055 3.883
H -0.164 -2.124 3.499
H -0.274 1.371 5.567
H -1.758 0.582 6.024
H -0.239 -0.200 6.349
H -3.155 1.700 4.913
H -4.079 1.601 3.431
H -3.362 0.130 4.107
H -1.394 2.345 1.361
H -2.697 1.203 1.187
H -3.034 2.778 1.940
*
```